C2H3NOS2 in the gas phase in a non-equilibrium geometry, computed with wB97M-V/def2-TZVPD.

Its SMILES is O=CN(S)C=S. Its energy above the lowest of the compared OMol25 structures with the same formula, charge and spin is 2.512 eV. For the HOMO energy, the calculation gives -8.936 eV. Its orbital gap is 0.3098 hartree.

Positions of all 9 atoms, in Å:
1 O -2.010 -1.101 1.204
2 C -1.211 -0.151 1.405
3 N -0.239 0.009 0.398
4 S 0.031 -1.409 -0.513
5 C 0.372 1.129 0.262
6 S 1.418 1.475 -0.997
7 H -0.952 0.542 2.446
8 H 0.613 -0.644 -1.701
9 H -0.068 1.918 1.007

---

6 unconnected molecules or ions with the total composition C34H60BFN4O11S8 in a non-equilibrium geometry, computed with wB97M-V/def2-TZVPD.

For the HOMO energy, the calculation gives -7.601 eV. Its orbital gap is 0.2956 hartree.

Positions of all 119 atoms, in Å:
1 C 2.392 1.676 5.508
2 C 3.101 2.554 4.443
3 C 3.359 1.728 3.165
4 C 4.530 0.801 3.427
5 N 4.881 -0.144 2.343
6 C 3.999 -0.258 1.251
7 C 4.330 0.263 -0.011
8 C 5.632 0.971 -0.320
9 C 5.414 2.473 -0.600
10 S 6.899 3.450 -0.182
11 C 6.444 4.066 1.383
12 N 5.363 4.654 1.768
13 N 5.549 4.939 3.118
14 C 6.722 4.513 3.422
15 O 7.359 3.931 2.368
16 C 3.455 0.136 -1.083
17 C 2.248 -0.505 -0.906
18 C 1.898 -1.044 0.331
19 C 2.764 -0.931 1.421
20 B 2.364 -1.514 2.851
21 O 3.295 -1.945 3.762
22 O 1.053 -1.527 3.243
23 C 0.701 -2.392 4.325
24 N 0.653 -1.730 0.461
25 O 0.741 -2.973 -0.256
26 C -0.444 -0.970 -0.037
27 C -1.567 -0.815 0.761
28 C -2.676 -0.093 0.319
29 C -3.860 0.081 1.224
30 C -3.447 0.864 2.503
31 C -2.467 2.014 2.231
32 C -2.636 0.441 -0.955
33 C -1.509 0.321 -1.760
34 S -1.510 1.076 -3.324
35 O -0.337 1.869 -3.458
36 O -2.774 1.677 -3.575
37 F -1.361 -0.120 -4.307
38 C -0.391 -0.386 -1.311
39 S 1.092 -0.636 -2.241
40 H 2.117 0.704 5.102
41 H 3.038 1.463 6.355
42 H 1.481 2.136 5.880
43 H 4.039 2.903 4.856
44 H 2.424 3.366 4.204
45 H 2.430 1.199 2.977
46 H 3.562 2.425 2.353
47 H 5.400 1.443 3.585
48 H 4.381 0.249 4.352
49 H 5.832 -0.045 2.040
50 H 6.036 0.512 -1.220
51 H 6.376 0.813 0.450
52 H 5.204 2.610 -1.653
53 H 4.594 2.829 0.011
54 H 7.222 4.544 4.368
55 H 3.706 0.546 -2.051
56 H 3.955 -2.527 3.367
57 H 1.099 -3.391 4.189
58 H 1.049 -1.967 5.261
59 H -0.383 -2.437 4.346
60 H 0.396 -3.607 0.380
61 H -1.549 -1.259 1.746
62 H -4.658 0.629 0.748
63 H -4.177 -0.908 1.531
64 H -4.322 1.284 2.989
65 H -2.939 0.168 3.166
66 H -2.494 2.739 3.039
67 H -1.445 1.650 2.181
68 H -2.691 2.519 1.294
69 H -3.485 0.996 -1.321
70 C -8.474 -2.068 -0.906
71 S -7.452 -0.600 -0.901
72 O -6.154 -0.974 -0.260
73 C -8.398 0.309 0.327
74 H -8.023 -2.780 -1.592
75 H -8.520 -2.489 0.100
76 H -9.473 -1.816 -1.259
77 H -8.443 -0.266 1.252
78 H -9.399 0.497 -0.059
79 H -7.895 1.258 0.505
80 C -7.334 2.945 -4.802
81 S -7.063 2.124 -3.226
82 O -8.139 2.581 -2.306
83 C -5.577 3.033 -2.801
84 H -8.253 2.551 -5.231
85 H -7.432 4.019 -4.644
86 H -6.498 2.732 -5.469
87 H -5.794 4.102 -2.776
88 H -4.796 2.817 -3.526
89 H -5.255 2.702 -1.815
90 C -6.151 -3.104 -5.316
91 S -7.725 -3.846 -4.875
92 O -8.214 -3.126 -3.668
93 C -7.050 -5.413 -4.312
94 H -6.346 -2.089 -5.656
95 H -5.499 -3.081 -4.443
96 H -5.693 -3.678 -6.122
97 H -6.336 -5.234 -3.507
98 H -6.567 -5.919 -5.147
99 H -7.875 -6.019 -3.945
100 C 4.010 2.871 -6.951
101 S 3.716 2.801 -5.179
102 O 4.474 1.629 -4.656
103 C 1.993 2.317 -5.272
104 H 5.057 3.123 -7.110
105 H 3.793 1.900 -7.395
106 H 3.378 3.643 -7.391
107 H 1.898 1.384 -5.829
108 H 1.417 3.110 -5.751
109 H 1.640 2.174 -4.260
110 C 7.115 -4.258 4.888
111 S 6.808 -4.660 3.165
112 O 5.485 -4.080 2.815
113 C 6.552 -6.420 3.420
114 H 7.257 -3.181 4.958
115 H 6.258 -4.556 5.492
116 H 8.017 -4.769 5.224
117 H 5.733 -6.572 4.123
118 H 7.471 -6.866 3.799
119 H 6.300 -6.862 2.459

---

A molecular structure, C14H25CuN5S4 in a non-equilibrium geometry, computed with wB97M-V/def2-TZVPD.

The expectation value of S² is 0.79. Its multiplicity is 2. For the HOMO energy (spin up / spin down), the calculation gives -13.995 / -13.993 eV. Its orbital gap (spin up / spin down) is 0.2780 / 0.1771 hartree. Its charge is +2.

Positions of all 49 atoms, in Å:
1 Cu 0.935 -0.063 -0.725
2 S -0.416 1.917 -0.369
3 S -0.185 -2.144 -0.265
4 C -2.225 1.795 -0.220
5 C -0.345 2.240 -2.136
6 C -0.771 1.042 -2.982
7 N 0.068 -0.140 -2.609
8 C -0.600 -1.429 -2.926
9 C -0.106 -2.567 -2.040
10 H 0.704 2.484 -2.363
11 H -0.993 3.109 -2.278
12 H -0.620 1.247 -4.059
13 H -1.826 0.787 -2.798
14 H -0.370 -1.677 -3.972
15 H -1.683 -1.298 -2.823
16 H 0.930 -2.821 -2.280
17 H -0.714 -3.475 -2.141
18 C -1.970 -2.291 -0.085
19 H 0.911 -0.100 -3.186
20 H -2.466 -2.081 -1.039
21 H -2.327 -1.621 0.702
22 H -2.169 -3.330 0.212
23 H -2.461 1.967 0.836
24 H -2.623 0.827 -0.539
25 H -2.643 2.607 -0.824
26 C 2.562 -0.752 -1.594
27 C 2.662 -0.805 -0.205
28 H 3.036 0.058 -2.170
29 H 2.399 -1.648 -2.195
30 H 3.225 -0.028 0.344
31 H 2.567 -1.756 0.335
32 N -3.333 -0.563 2.336
33 C -2.082 -0.484 2.880
34 N -1.047 0.073 2.333
35 C 0.098 -0.124 3.090
36 C -0.112 -0.922 4.216
37 S -1.750 -1.415 4.344
38 C 1.323 0.545 2.753
39 C 2.480 0.610 3.534
40 S 3.605 1.759 2.899
41 C 2.506 2.006 1.541
42 N 1.414 1.287 1.592
43 N 2.896 2.731 0.465
44 H -4.038 -0.932 2.955
45 H -3.597 0.183 1.706
46 H 0.645 -1.133 4.964
47 H 2.655 -0.005 4.409
48 H 3.673 3.376 0.594
49 H 2.177 2.957 -0.214

---

C27H35BCl2F7N2O11PS2 in the gas phase in a non-equilibrium geometry, computed with wB97M-V/def2-TZVPD.

For the HOMO energy, the calculation gives -8.952 eV. Its orbital gap is 0.3285 hartree.

Positions of all 88 atoms, in Å:
1 C -3.170 0.575 4.253
2 C -2.818 1.400 2.974
3 O -3.171 0.583 1.826
4 B -2.392 0.864 0.721
5 O -2.032 2.189 0.524
6 C -2.062 -0.401 -0.210
7 C -3.370 -0.335 -1.147
8 C -4.560 -1.154 -0.557
9 C -5.829 -0.769 -1.391
10 Cl -5.727 -1.509 -3.027
11 O -2.357 -1.614 0.514
12 S -1.438 -2.244 1.674
13 O -0.970 -1.226 2.589
14 O -0.101 -2.771 0.843
15 C 0.916 -1.826 0.572
16 C 1.898 -1.681 1.800
17 O 2.251 -2.957 2.329
18 C 3.578 -3.278 2.191
19 C 3.886 -4.461 1.524
20 C 5.189 -4.852 1.306
21 C 6.210 -4.031 1.770
22 C 5.962 -2.870 2.471
23 C 4.629 -2.525 2.667
24 N 1.875 -2.575 -0.333
25 C 1.561 -3.746 -0.548
26 O 1.289 -4.856 -0.846
27 C 0.581 -0.474 -0.133
28 C 0.872 0.756 0.770
29 C 2.344 1.286 0.645
30 C 2.427 2.822 0.754
31 C 1.873 3.360 2.111
32 N 1.326 4.729 1.985
33 C 2.202 5.634 1.229
34 C -0.019 4.722 1.527
35 C -0.464 5.289 0.172
36 O -0.879 4.273 2.256
37 C -0.745 -0.377 -1.019
38 P -0.362 1.312 -1.931
39 O 0.356 0.879 -3.361
40 Cl -2.073 2.298 -2.560
41 S -0.662 -1.700 -2.331
42 O 0.693 -1.887 -2.778
43 O -1.201 -2.929 -1.833
44 C -1.569 -1.403 -3.930
45 F -2.649 -2.228 -3.934
46 F -2.082 -0.181 -4.158
47 C -0.784 -1.849 -5.213
48 F 0.255 -1.042 -5.462
49 F -0.394 -3.123 -5.116
50 C -1.650 -1.799 -6.522
51 F -2.548 -2.772 -6.597
52 F -0.767 -2.085 -7.516
53 F -2.146 -0.611 -6.824
54 H -3.387 -0.448 3.926
55 H -2.284 0.507 4.900
56 H -4.002 1.032 4.798
57 H -1.744 1.611 3.021
58 H -3.418 2.316 2.948
59 H -2.715 2.667 0.038
60 H -3.758 0.689 -1.241
61 H -3.216 -0.746 -2.148
62 H -4.428 -2.228 -0.731
63 H -4.774 -0.899 0.487
64 H -5.867 0.325 -1.435
65 H -6.690 -1.211 -0.883
66 H 2.805 -1.229 1.381
67 H 1.498 -1.081 2.623
68 H 3.066 -5.083 1.159
69 H 5.377 -5.778 0.768
70 H 7.240 -4.329 1.566
71 H 6.776 -2.245 2.827
72 H 4.392 -1.595 3.196
73 H 1.360 -0.392 -0.914
74 H 0.277 1.656 0.546
75 H 0.620 0.607 1.831
76 H 2.849 0.902 -0.253
77 H 2.918 0.889 1.502
78 H 3.480 3.143 0.707
79 H 1.902 3.264 -0.109
80 H 1.054 2.726 2.477
81 H 2.645 3.392 2.892
82 H 2.164 5.503 0.137
83 H 3.239 5.499 1.564
84 H 1.891 6.668 1.438
85 H 0.314 5.297 -0.601
86 H -0.912 6.288 0.257
87 H -1.262 4.623 -0.183
88 H 1.285 0.683 -3.169